{
  "formula": "C54H43N4O5P2Sr",
  "method": "the ωB97M-V functional and the def2-TZVPD basis",
  "elements": ["Sr", "O", "C", "C", "C", "C", "C", "C", "C", "N", "C", "C", "N", "H", "H", "H", "H", "H", "H", "H", "C", "C", "C", "C", "C", "C", "N", "N", "C", "C", "C", "C", "C", "C", "H", "H", "H", "H", "H", "H", "H", "H", "H", "C", "P", "C", "C", "C", "C", "C", "C", "C", "C", "C", "C", "C", "C", "P", "C", "C", "C", "C", "C", "C", "C", "C", "C", "C", "C", "C", "H", "H", "H", "H", "H", "H", "H", "H", "H", "H", "H", "H", "H", "H", "H", "H", "H", "H", "H", "H", "H", "H", "O", "C", "O", "C", "C", "C", "C", "O", "C", "O", "C", "C", "H", "H", "H", "H", "H"],
  "positions_angstrom": [[-0.1032, -0.4115, 0.6957], [0.2752, 1.3204, 2.2777], [1.1361, 1.1925, 3.2265], [0.7566, 1.3631, 4.5860], [1.6528, 1.2428, 5.6216], [2.9932, 0.9374, 5.3746], [3.3941, 0.7643, 4.0655], [2.5123, 0.8974, 2.9864], [3.0517, 0.7333, 1.6296], [2.4850, 0.2475, 0.5340], [3.4628, 0.2145, -0.4310], [4.6288, 0.7067, 0.0597], [4.3533, 1.0412, 1.3651], [-0.2872, 1.5858, 4.7747], [1.3077, 1.3719, 6.6417], [3.6966, 0.8122, 6.1866], [4.4228, 0.4750, 3.8743], [3.2660, -0.1770, -1.4151], [5.5978, 0.8485, -0.3841], [4.9792, 1.4713, 2.0214], [2.3949, 1.5709, -5.0417], [2.3711, 1.0000, -3.7748], [1.1799, 0.5605, -3.2241], [-0.0019, 0.6960, -3.9468], [0.0196, 1.2673, -5.2132], [1.2155, 1.7090, -5.7595], [-1.2749, 0.2395, -3.4982], [-1.3195, -0.0227, -2.2890], [-2.5682, -0.5271, -1.7904], [-3.6378, -0.7926, -2.6556], [-4.8126, -1.2787, -2.1201], [-4.8980, -1.4943, -0.7423], [-3.8157, -1.2141, 0.0780], [-2.5914, -0.7054, -0.4035], [3.3321, 1.9158, -5.4608], [3.2913, 0.9136, -3.2096], [1.1500, 0.1062, -2.2427], [-0.9158, 1.3484, -5.7522], [1.2274, 2.1559, -6.7461], [-3.5384, -0.6202, -3.7191], [-5.6576, -1.4972, -2.7632], [-5.8177, -1.8877, -0.3194], [-3.9343, -1.4015, 1.1432], [-0.2877, 3.9287, 1.0037], [-0.3826, 2.9758, -0.5724], [-1.9289, 3.6108, -1.3247], [-2.1130, 4.8377, -1.9655], [-3.3617, 5.2029, -2.4445], [-4.4494, 4.3538, -2.2845], [-4.2831, 3.1396, -1.6382], [-3.0309, 2.7714, -1.1641], [1.0290, 3.6962, -1.5024], [0.9836, 4.1934, -2.8039], [2.1371, 4.6419, -3.4350], [3.3647, 4.5654, -2.7982], [3.4356, 4.0036, -1.5302], [2.2834, 3.5700, -0.8968], [-0.9970, 5.6116, 1.1800], [0.0852, 6.6097, 0.0777], [1.4756, 6.5090, 0.0841], [2.2437, 7.2550, -0.7940], [1.6305, 8.1310, -1.6825], [0.2505, 8.2595, -1.6837], [-0.5157, 7.4997, -0.8073], [-0.2419, 6.0583, 2.8017], [0.1524, 5.1051, 3.7402], [0.6680, 5.4909, 4.9719], [0.7943, 6.8340, 5.2890], [0.3997, 7.7933, 4.3643], [-0.1147, 7.4078, 3.1372], [0.7606, 3.8980, 1.3139], [-0.7958, 3.2884, 1.7274], [-1.2877, 5.5257, -2.0728], [-3.4861, 6.1586, -2.9402], [-5.4225, 4.6408, -2.6640], [-5.1172, 2.4610, -1.5120], [-2.9061, 1.8064, -0.6846], [0.0518, 4.2222, -3.3459], [2.0701, 5.0362, -4.4417], [4.2623, 4.9125, -3.2955], [4.3917, 3.8943, -1.0323], [2.3631, 3.1120, 0.0845], [1.9598, 5.8319, 0.7788], [3.3212, 7.1470, -0.7937], [2.2311, 8.7102, -2.3730], [-0.2326, 8.9433, -2.3710], [-1.5970, 7.5816, -0.8178], [0.0797, 4.0473, 3.5239], [0.9792, 4.7258, 5.6729], [1.2005, 7.1339, 6.2469], [0.4970, 8.8467, 4.5981], [-0.4097, 8.1673, 2.4209], [-0.2311, -2.5099, 1.9717], [0.1383, -3.1910, 0.9758], [0.5428, -2.6976, -0.1079], [0.0885, -4.6961, 1.0919], [-0.3458, -5.2855, 2.2695], [-0.4091, -6.6744, 2.4115], [-0.0172, -7.4202, 1.3283], [-0.0034, -8.7901, 1.1990], [0.5922, -9.0491, -0.0695], [0.7177, -7.8185, -0.7662], [0.4154, -6.8345, 0.1537], [0.4803, -5.4763, -0.0032], [-0.6384, -4.6318, 3.0794], [-0.7517, -7.1435, 3.3236], [-0.0512, -9.7231, -0.6370], [1.5849, -9.4883, 0.0810], [0.8058, -4.9996, -0.9167]],
  "forces_ev_per_a": [[-0.5, 0.2, -0.7], [0.1, 0.0, 0.3], [0.0, 0.1, 0.0], [0.0, 0.0, 0.0], [0.0, 0.0, 0.0], [0.0, 0.0, 0.0], [0.0, 0.0, 0.0], [0.0, 0.0, 0.0], [0.1, 0.1, 0.0], [0.0, 0.0, 0.3], [0.0, 0.0, -0.1], [0.0, 0.0, 0.0], [0.0, 0.0, 0.0], [0.0, 0.0, 0.0], [0.0, 0.0, 0.0], [0.0, 0.0, 0.0], [0.0, 0.0, 0.0], [0.0, 0.0, 0.1], [0.0, 0.0, 0.0], [0.0, 0.0, 0.0], [0.0, 0.0, 0.0], [0.0, 0.1, 0.0], [0.1, 0.0, 0.0], [0.0, 0.0, -0.1], [0.0, 0.0, 0.0], [0.0, 0.0, 0.0], [0.0, 0.1, 0.0], [-0.1, -0.2, 0.2], [0.1, 0.1, 0.0], [0.0, 0.0, 0.0], [0.0, 0.0, 0.0], [0.0, 0.0, 0.0], [0.0, 0.1, 0.0], [0.0, 0.0, 0.1], [0.0, 0.0, 0.0], [0.0, 0.0, -0.1], [0.0, 0.0, 0.0], [0.0, 0.0, 0.0], [0.0, 0.0, 0.0], [0.0, 0.0, 0.0], [0.0, 0.0, 0.0], [0.0, 0.0, 0.0], [0.0, 0.0, 0.0], [0.0, -0.1, 0.1], [0.0, 0.0, -0.1], [0.0, 0.0, -0.1], [0.0, -0.1, 0.0], [0.0, 0.0, 0.0], [0.0, 0.0, 0.0], [0.0, 0.0, 0.0], [0.0, 0.0, 0.0], [0.0, -0.1, -0.1], [0.0, 0.0, 0.1], [0.0, 0.0, 0.0], [0.0, 0.0, 0.0], [0.0, 0.0, 0.0], [0.0, 0.0, 0.0], [0.0, 0.0, 0.0], [0.0, 0.1, 0.0], [0.0, 0.0, 0.0], [0.0, 0.0, 0.0], [0.0, 0.0, 0.0], [0.0, 0.0, 0.0], [0.0, 0.1, 0.0], [0.0, 0.0, 0.0], [0.0, 0.0, 0.0], [0.0, 0.0, 0.0], [0.0, 0.0, 0.0], [0.0, 0.0, 0.0], [0.0, 0.0, 0.0], [0.0, 0.0, 0.0], [0.0, 0.0, 0.0], [0.1, -0.1, -0.1], [0.0, 0.0, 0.0], [0.0, 0.0, 0.0], [0.0, 0.0, 0.0], [0.0, 0.0, 0.0], [-0.2, 0.0, 0.0], [0.0, 0.0, 0.0], [0.0, 0.0, 0.0], [0.0, 0.0, 0.0], [0.0, 0.0, 0.0], [0.0, 0.0, 0.0], [0.0, 0.0, 0.0], [0.0, 0.0, 0.0], [0.0, 0.0, 0.0], [0.0, 0.0, 0.0], [0.0, 0.0, 0.0], [0.0, 0.0, 0.0], [0.0, 0.0, 0.0], [0.0, 0.0, 0.0], [0.0, 0.0, 0.0], [0.0, -0.2, 0.1], [0.0, -0.1, 0.0], [0.1, -0.2, 0.0], [0.0, 0.0, 0.0], [0.0, 0.0, 0.0], [0.0, 0.0, 0.0], [0.0, 0.0, 0.0], [0.0, 0.0, 0.0], [0.0, 0.0, 0.0], [0.0, 0.0, 0.0], [0.0, 0.0, 0.0], [0.0, 0.0, 0.0], [0.0, 0.0, 0.0], [0.0, 0.0, 0.0], [0.0, 0.0, 0.0], [0.0, 0.0, 0.0], [0.0, 0.0, 0.0]],
  "spin_multiplicity": 1,
  "homo_energy_ha": -0.1770,
  "de_lowest_kj_mol": 51.26,
  "orbital_gap_ha": 0.2609,
  "total_charge": -1
}